Record 1
Entry from the Open Molecules 2025 dataset: a molecular structure, C16H19AgN8O5Se2Te2 (ωB97M-V/def2-TZVPD).

Last column: Löwdin charge in e.
Positions of all 53 atoms, in Å:
Ag (0.81404, 1.42439, 0.71836)  0.46
O (-1.07084, -1.34536, 5.87435)  0.08
C (0.23658, -1.22975, 5.86568)  -0.54
O (0.93735, -1.64556, 6.77090)  0.04
C (0.84490, -0.56176, 4.68485)  -0.07
C (2.20808, -0.36561, 4.53668)  -0.02
N (2.39754, 0.24975, 3.36747)  0.00
N (1.24353, 0.48496, 2.74449)  0.01
C (0.28203, -0.00140, 3.51436)  -0.16
C (-1.14273, 0.09546, 3.01630)  -0.61
O (-2.03453, -0.37243, 3.77808)  -0.01
O (-1.31585, 0.59681, 1.89167)  -0.06
H (-1.49118, -0.93535, 5.00961)  0.04
H (3.01948, -0.63616, 5.18946)  0.13
H (3.27432, 0.58756, 2.92024)  -0.06
Se (5.02516, 1.60184, 1.78318)  -0.41
Te (4.43118, 1.12238, -0.59162)  -0.03
Te (2.33516, 2.90525, -0.92887)  0.06
Se (1.59180, 2.36162, -3.25012)  -0.36
C (-1.88681, 0.64297, -1.65482)  -0.09
C (-2.70628, 1.14399, -2.83785)  -0.41
C (-4.20604, 1.07237, -2.56875)  -0.09
C (-2.26630, 2.54057, -3.27548)  -0.13
N (-2.42891, 3.54872, -2.23618)  -0.11
C (-1.58482, 3.88137, -1.25326)  -0.17
N (-2.13837, 4.82540, -0.52526)  0.01
N (-3.34232, 5.05465, -1.09057)  -0.08
N (-3.52500, 4.29490, -2.11370)  0.02
H (-2.05806, -0.42224, -1.48857)  0.08
H (-2.15006, 1.14913, -0.72297)  0.07
H (-0.82065, 0.79244, -1.83552)  0.03
H (-2.47706, 0.50769, -3.70160)  0.13
H (-4.47603, 1.70191, -1.71920)  0.07
H (-4.50331, 0.04784, -2.33650)  0.07
H (-4.78179, 1.40990, -3.43469)  0.07
H (-2.84463, 2.88204, -4.13415)  0.12
H (-1.20457, 2.53346, -3.52913)  0.03
H (-0.61584, 3.43292, -1.10916)  0.03
N (3.59147, -4.63277, -1.99609)  0.16
C (2.39113, -4.69349, -1.34932)  -0.50
O (1.86047, -5.74821, -1.05681)  0.05
C (1.77731, -3.35898, -1.03820)  -0.15
C (2.01353, -2.23944, -1.82273)  -0.02
C (1.47305, -1.02591, -1.42796)  -0.19
N (0.74423, -0.88589, -0.32294)  0.04
C (0.49335, -1.96978, 0.40913)  -0.10
C (0.97644, -3.22760, 0.08682)  0.01
H (4.09183, -5.50077, -2.08445)  0.10
H (4.12217, -3.77929, -1.98244)  0.10
H (2.60352, -2.28806, -2.72823)  0.11
H (1.63962, -0.12844, -2.01753)  -0.01
H (-0.11094, -1.81143, 1.29554)  0.11
H (0.76358, -4.08660, 0.70751)  0.12

Calculated values
E_HOMO ... -1.743 eV
Charge ... -2
Energy above the lowest of the compared OMol25 structures with the same formula, charge and spin ... 22.8 kJ/mol
Gap between HOMO and LUMO ... 0.20323 Eh

Record 2
Entry from the Open Molecules 2025 dataset: a molecular structure, C16H19AlBF11IN3O in a non-equilibrium geometry (ωB97M-V/def2-TZVPD).

Last column: Löwdin charge in e.
Positions of all 53 atoms, in Å:
C (2.69109, 3.55000, -2.04126)  0.09
C (3.14076, 2.34631, -1.83340)  -0.12
C (3.82117, 0.95828, -1.43099)  -0.20
C (2.71063, -0.08595, -0.90247)  -0.22
C (2.17351, 0.20113, 0.59074)  -0.12
C (0.72027, -0.53214, 0.73578)  -0.08
N (0.81917, -1.87476, 1.14035)  0.19
N (-0.39596, -2.41926, 1.19164)  -0.06
B (-0.35240, -3.91746, 1.57525)  -0.62
O (-0.65827, -4.29931, 2.94396)  0.06
N (0.02385, -5.00449, 0.62465)  -0.12
C (1.49712, -5.27615, 0.60165)  -0.09
C (-0.56108, -4.82002, -0.74439)  -0.10
C (-1.66486, -1.86153, 0.95766)  -0.42
I (-3.40541, -3.18479, 1.17126)  1.11
C (-1.90242, -0.40543, 0.53015)  0.02
C (-3.22933, 0.40145, 0.22442)  -0.24
F (-4.46883, -0.15956, 0.62694)  0.02
F (-3.14073, 1.67114, 0.93892)  0.05
C (-3.40377, 0.83386, -1.35053)  -0.18
F (-3.56993, 2.26803, -1.43123)  0.08
F (-2.26863, 0.49594, -2.15488)  0.08
C (-4.69403, 0.18653, -2.06022)  -0.25
F (-5.94292, 0.78586, -1.65414)  0.09
F (-4.73235, -1.25029, -2.01371)  0.07
F (-4.57948, 0.51162, -3.47038)  0.07
C (-0.51534, 0.32231, 0.37998)  0.03
C (-0.29531, 1.84375, -0.10980)  -0.14
C (-0.25358, 2.78828, 1.24059)  -0.06
H (2.01818, 4.48755, -2.12077)  0.08
H (4.61546, 1.05000, -0.59073)  0.13
H (4.34555, 0.53984, -2.38260)  0.12
H (3.24458, -1.12239, -0.86132)  0.12
H (1.83237, -0.24608, -1.65179)  0.12
H (2.15365, 1.30251, 0.90247)  0.12
H (2.92511, -0.31958, 1.31298)  0.13
H (0.17451, -4.06277, 3.44608)  0.13
H (1.84711, -5.63184, 1.64751)  0.11
H (2.15270, -4.37517, 0.32216)  0.09
H (1.68263, -6.18621, -0.10066)  0.11
H (0.09014, -5.40762, -1.48950)  0.10
H (-0.74513, -3.72842, -1.05440)  0.09
H (-1.59491, -5.35712, -0.74459)  0.09
H (0.63371, 1.98377, -0.77180)  0.10
H (-1.20071, 2.25144, -0.71825)  0.11
H (-1.06762, 3.59392, 1.20704)  0.10
H (0.82115, 3.22170, 1.30011)  0.07
H (-0.36875, 2.07678, 2.14562)  0.09
F (1.93065, 7.46087, -0.23189)  -0.25
Al (1.79360, 6.38290, 1.17629)  0.05
F (0.08296, 6.23595, 1.64750)  -0.25
F (2.72830, 7.05143, 2.53297)  -0.25
F (2.42754, 4.77067, 0.75375)  -0.25

Calculated values
E_HOMO ... -9.679 eV
Gap between HOMO and LUMO ... 0.23396 Eh

Record 3
Entry from the Open Molecules 2025 dataset: a molecular structure, C16H19BEuN6 in a non-equilibrium geometry (ωB97M-V/def2-TZVPD).

Last column: Löwdin charge in e.
Positions of all 43 atoms, in Å:
H (0.60047, 3.54752, 0.15393)  0.10
N (0.03299, 1.89732, -1.07560)  -0.15
B (-0.60711, 0.38773, -3.17294)  -0.48
N (-0.17824, 1.71130, -2.43499)  -0.02
C (0.12612, 2.85363, -3.07096)  -0.07
Eu (1.12313, 0.63334, 0.64262)  1.58
H (0.06169, 2.80021, -4.14190)  0.11
C (0.47356, 3.83663, -2.12873)  -0.06
H (0.67156, 4.87088, -2.32822)  0.08
C (0.43163, 3.18791, -0.87084)  -0.17
H (-0.40601, 0.52120, -4.34665)  0.11
C (-2.90367, -2.73649, 3.21914)  -0.04
H (-2.38789, -3.51958, 3.76110)  0.02
H (-2.18398, -1.98283, 2.92088)  0.00
H (-3.39442, -3.14901, 2.34270)  0.02
N (-2.09076, -0.03126, -2.93110)  -0.05
N (0.35544, -0.70337, -2.58860)  -0.02
N (-2.37338, -0.23016, -1.62239)  0.03
N (0.67782, -0.82780, -1.24390)  -0.14
C (-3.21128, -0.28708, -3.67438)  -0.09
C (1.12648, -1.54975, -3.29003)  -0.07
H (-3.26873, -0.20939, -4.74814)  0.11
H (1.05373, -1.46497, -4.36202)  0.12
C (-4.23303, -0.65100, -2.79282)  -0.09
C (1.91296, -2.29963, -2.40540)  -0.06
C (-3.64206, -0.58892, -1.52234)  -0.18
C (1.63643, -1.79146, -1.11429)  -0.17
H (-5.26039, -0.91714, -3.01684)  0.09
H (2.58194, -3.10025, -2.65537)  0.08
H (-4.11380, -0.78831, -0.57668)  0.09
H (2.03202, -2.02779, -0.10976)  0.10
H (-3.62929, -2.27629, 3.83699)  0.00
C (3.44929, 0.48787, 4.96485)  -0.13
C (3.83386, 0.56325, 3.63096)  -0.13
C (2.84893, 0.50276, 2.59099)  -0.32
C (1.55455, 0.34415, 3.03127)  -0.26
C (1.08955, 0.30526, 4.31051)  -0.15
C (2.09547, 0.36314, 5.30370)  -0.15
H (4.21036, 0.53007, 5.75530)  0.10
H (4.88911, 0.66319, 3.37882)  0.09
H (3.16768, 0.58019, 1.52198)  0.00
H (0.01985, 0.23498, 4.50812)  0.09
H (1.82746, 0.31001, 6.35105)  0.08

Calculated values
Spin multiplicity ... 8
E_HOMO (alpha / beta) ... -4.051 / -6.582 eV
Energy above the lowest of the compared OMol25 structures with the same formula, charge and spin ... 485.9 kJ/mol
Gap between HOMO and LUMO (alpha / beta) ... 0.13857 / 0.18905 Eh

Record 4
Entry from the Open Molecules 2025 dataset: a molecular structure, C16H19BN6SeTi in a non-equilibrium geometry (ωB97M-V/def2-TZVPD).

Last column: Löwdin charge in e.
Positions of all 44 atoms, in Å:
H (0.01638, 3.19468, 0.84196)  0.10
N (0.40276, 1.90800, -0.82366)  -0.07
B (1.01269, 0.98660, -3.07492)  -0.51
N (0.88574, 2.15775, -2.09492)  -0.02
C (1.10226, 3.47335, -2.25325)  -0.06
Ti (0.02738, -0.06733, -0.25277)  0.52
H (1.48501, 3.84845, -3.18770)  0.12
C (0.76638, 4.12345, -1.06498)  -0.05
H (0.80109, 5.17984, -0.89689)  0.09
C (0.34870, 3.11479, -0.18119)  -0.10
H (1.46294, 1.39387, -4.12016)  0.12
C (-1.66552, -2.36117, 1.45717)  -0.04
H (-1.98932, -2.37618, 2.50693)  0.03
H (-0.71212, -2.90449, 1.37844)  0.04
H (-2.43031, -2.87679, 0.85912)  0.03
N (-0.40930, 0.35673, -3.16628)  -0.01
N (1.92238, -0.13388, -2.53281)  -0.01
N (-1.03208, -0.15546, -2.04004)  -0.08
N (1.60512, -0.72533, -1.31975)  -0.10
C (-1.21636, 0.22382, -4.22724)  -0.06
C (3.00855, -0.72561, -3.05390)  -0.07
H (-0.86907, 0.58321, -5.18477)  0.13
H (3.38546, -0.38144, -4.00437)  0.12
C (-2.39874, -0.37871, -3.80829)  -0.06
C (3.44320, -1.71841, -2.17418)  -0.06
C (-2.26146, -0.59657, -2.42559)  -0.09
C (2.56030, -1.67934, -1.08454)  -0.10
H (-3.23585, -0.59716, -4.44155)  0.09
H (4.28141, -2.37062, -2.33819)  0.09
H (-2.94930, -1.02241, -1.70804)  0.11
H (2.55403, -2.26560, -0.18075)  0.10
H (-1.53079, -1.30705, 1.09553)  -0.02
Se (1.17711, 0.07129, 1.90151)  0.64
C (0.03983, -0.27650, 3.38539)  -0.68
C (-1.13573, 0.46917, 3.57306)  -0.16
C (-1.94653, 0.19275, 4.67547)  -0.10
C (-1.56151, -0.77816, 5.61697)  -0.11
C (-0.34627, -1.46763, 5.45527)  -0.10
C (0.46653, -1.21326, 4.34823)  -0.15
H (-1.39506, 1.23896, 2.84278)  0.09
H (-2.87808, 0.75547, 4.80569)  0.10
H (-2.19200, -0.97614, 6.50291)  0.10
H (-0.02219, -2.20290, 6.19967)  0.10
H (1.42239, -1.71400, 4.19461)  0.09

Calculated values
Spin multiplicity ... 3
E_HOMO (alpha / beta) ... -6.218 / -7.319 eV
Energy above the lowest of the compared OMol25 structures with the same formula, charge and spin ... 0.0 kJ/mol
Gap between HOMO and LUMO (alpha / beta) ... 0.24378 / 0.28280 Eh

Record 5
Entry from the Open Molecules 2025 dataset: C16H19BrN2OS in the gas phase (ωB97M-V/def2-TZVPD).

Last column: Löwdin charge in e.
Positions of all 40 atoms, in Å:
O (-1.31506, 0.17106, 0.21930)  0.08
C (-1.43478, -1.03933, 0.17265)  -0.43
N (-1.00540, -1.80666, -0.86902)  0.07
C (-0.33839, -1.38842, -2.02129)  -0.84
S (0.28513, -2.56509, -2.99153)  0.66
N (-0.27781, -0.07962, -2.24971)  0.02
C (0.53987, 0.50862, -3.27951)  -0.20
C (1.96031, 0.80119, -2.76418)  -0.13
C (1.90789, 1.55565, -1.45819)  -0.26
C (1.49873, 2.81610, -1.40103)  -0.06
C (1.31312, 3.58201, -0.12841)  -0.19
C (1.24552, 2.63927, 1.06884)  -0.20
C (2.41445, 1.66391, 1.00123)  -0.19
C (2.26511, 0.77041, -0.22641)  -0.15
C (-2.00727, -1.81033, 1.31684)  -0.18
C (-1.51000, -1.52089, 2.58548)  -0.01
C (-1.98430, -2.18238, 3.70215)  -0.06
C (-2.98342, -3.13276, 3.56738)  -0.07
C (-3.51278, -3.41128, 2.31997)  -0.12
C (-3.02442, -2.75380, 1.20237)  -0.59
Br (-3.83906, -3.13575, -0.48534)  0.80
H (-1.09480, -2.81463, -0.81367)  0.09
H (-0.60043, 0.53203, -1.50194)  0.12
H (0.58293, -0.18527, -4.12207)  0.08
H (0.05615, 1.43521, -3.59415)  0.12
H (2.48725, 1.37807, -3.52570)  0.12
H (2.48325, -0.14617, -2.62715)  0.11
H (1.27115, 3.35147, -2.31405)  0.11
H (2.14461, 4.28470, -0.00410)  0.11
H (0.39840, 4.17663, -0.19489)  0.11
H (0.30768, 2.08049, 1.03829)  0.10
H (1.27401, 3.20964, 1.99914)  0.11
H (3.34829, 2.22606, 0.93189)  0.12
H (2.45800, 1.04995, 1.90337)  0.11
H (1.48455, 0.02442, -0.04201)  0.11
H (3.19353, 0.22072, -0.40599)  0.12
H (-0.74225, -0.76706, 2.67365)  0.12
H (-1.58032, -1.95237, 4.67558)  0.11
H (-3.36298, -3.65215, 4.43368)  0.11
H (-4.30646, -4.13368, 2.20853)  0.10

Calculated values
E_HOMO ... -8.435 eV
Gap between HOMO and LUMO ... 0.31601 Eh

Record 6
Entry from the Open Molecules 2025 dataset: a molecular structure, C16H19Cl2N5Pd (ωB97M-V/def2-TZVPD).

Last column: Löwdin charge in e.
Positions of all 43 atoms, in Å:
Pd (0.30258, 0.21196, -0.08923)  0.55
N (-0.76240, 2.67720, -0.40050)  -0.02
C (-1.11204, 3.15949, 0.93671)  -0.28
C (-1.65037, 2.01345, 1.78087)  -0.21
C (-2.89991, 1.33076, 1.19923)  -0.20
C (-2.72378, -0.11436, 0.75330)  -0.27
N (-1.93075, -0.25776, -0.48233)  -0.06
H (-0.23409, 3.36029, -0.92931)  0.07
H (-1.59734, 2.47649, -0.93720)  0.05
H (-1.84591, 3.97684, 0.91510)  0.11
H (-0.20562, 3.55476, 1.39727)  0.11
H (-1.87330, 2.39811, 2.77923)  0.11
H (-0.85168, 1.27422, 1.90765)  0.08
H (-3.31538, 1.91743, 0.36931)  0.11
H (-3.69270, 1.32729, 1.95088)  0.11
H (-3.71029, -0.57613, 0.63829)  0.11
H (-2.19350, -0.67240, 1.52785)  0.10
H (-2.41468, 0.17524, -1.26230)  0.08
H (-1.86621, -1.24394, -0.71108)  0.06
N (0.91303, -6.35083, -1.05334)  0.16
C (0.92097, -5.44735, -0.34417)  -0.18
C (0.92701, -4.31248, 0.54462)  -0.21
C (1.59499, -4.35351, 1.76362)  -0.01
C (1.57484, -3.22640, 2.55994)  -0.03
C (0.89901, -2.10023, 2.10783)  -0.13
N (0.23993, -2.06363, 0.94922)  0.01
C (0.26200, -3.14789, 0.18167)  -0.09
H (2.12220, -5.24897, 2.06398)  0.12
H (2.08635, -3.19566, 3.51096)  0.11
H (0.92007, -1.17476, 2.66894)  0.09
H (-0.25963, -3.09380, -0.76730)  0.12
Cl (2.06329, 1.31899, -2.00121)  0.64
C (3.01398, 1.99299, -0.69350)  -0.59
C (3.92511, 2.97352, -1.02144)  -0.13
C (4.71078, 3.53210, -0.01943)  -0.10
C (4.57719, 3.09017, 1.29167)  -0.13
C (3.67701, 2.08872, 1.58673)  -0.61
Cl (3.54590, 1.58234, 3.24633)  0.65
C (2.83061, 1.47275, 0.61907)  -0.51
N (1.97890, 0.49999, 0.95515)  -0.07
H (4.01892, 3.29352, -2.04957)  0.10
H (5.42724, 4.30520, -0.26130)  0.10
H (5.17686, 3.51953, 2.08186)  0.10

Calculated values
Spin multiplicity ... 3
E_HOMO (alpha / beta) ... -6.589 / -7.379 eV
Energy above the lowest of the compared OMol25 structures with the same formula, charge and spin ... 18.1 kJ/mol
Gap between HOMO and LUMO (alpha / beta) ... 0.24781 / 0.26300 Eh